Entry from the OMol25 dataset: a structure of composition C14H19IN7ORh (ωB97M-V with the def2-TZVPD basis set).

Geometry as XYZ:
```
43
C14H19IN7ORh, DFT ωB97M-V with the def2-TZVPD basis set
I -1.779 0.573 -2.994
Rh -0.273 0.050 -0.970
O 2.473 0.707 -2.145
N 0.356 -2.805 -1.227
N -0.641 -0.295 5.336
N 1.628 -1.912 0.255
N -1.448 -0.496 0.888
N -0.107 -0.626 2.954
N -2.217 2.201 -0.099
N -0.206 2.769 0.608
C 1.874 -3.300 0.285
C -0.445 -0.453 4.192
C 1.436 -0.162 -3.950
C -3.357 1.476 -0.573
C 0.725 -1.593 -0.732
C -0.903 1.848 -0.154
C -2.348 3.423 0.587
C -0.858 -0.553 1.922
C 1.073 -3.815 -0.663
C 1.294 0.301 -2.406
C 1.175 2.749 1.034
C 2.314 -1.035 1.162
C -0.655 -3.070 -2.216
C -1.114 3.757 1.027
H 1.444 3.786 1.274
H 2.537 -0.097 0.667
H -3.309 3.876 0.662
H -0.201 -3.353 -3.165
H -3.385 0.490 -0.125
H 0.928 -4.858 -0.964
H 2.021 -1.101 -3.911
H -1.285 -2.203 -2.375
H 0.610 -0.195 -4.695
H -0.833 4.611 1.622
H -3.304 1.449 -1.669
H 3.235 -1.502 1.501
H 2.537 -3.767 0.931
H 1.714 -0.828 2.046
H 1.787 2.356 0.225
H -1.256 -3.920 -1.892
H 1.791 0.854 -4.025
H -4.195 2.082 -0.271
H 1.278 2.135 1.939
```

Values from the calculation:
Kohn-Sham gap (alpha / beta) = 2.18 / 6.61 eV
Total charge = -2
E_LUMO (alpha / beta) = 4.49 / 4.45 eV
Multiplicity = 5

Entry from the OMol25 dataset: a structure of composition C18H15AlB2BrCaClF5N2O3 (ωB97M-V with the def2-TZVPD basis set).

Geometry as XYZ:
```
49
C18H15AlB2BrCaClF5N2O3, DFT ωB97M-V with the def2-TZVPD basis set
Br -1.529 -3.038 3.530
Ca -2.713 -1.236 -2.066
Cl -1.307 1.228 -2.898
Al -0.546 -1.070 0.491
F -3.772 -3.368 0.271
F -5.392 -4.600 1.442
F -3.340 -5.588 0.907
F -4.530 -0.193 4.308
F -3.441 -3.911 2.549
O 4.397 -1.494 -1.095
O 6.054 2.457 -3.004
O 1.605 -1.745 -0.286
N 3.458 3.905 -4.328
N 5.557 0.066 -2.454
C 3.031 0.393 -2.326
C 1.200 2.553 -3.644
C -1.751 -1.389 7.100
C -1.914 -2.129 5.934
C -3.630 -0.580 5.213
C 0.289 3.686 -4.388
C 2.797 2.768 -3.700
C 0.410 5.034 -3.530
C 5.269 1.470 -2.848
C 4.294 -0.471 -1.837
C 3.680 1.647 -3.019
C -0.495 -1.947 -1.887
C 0.536 1.301 -2.907
C -2.870 -1.726 4.976
C -3.465 0.159 6.368
C -2.523 -0.249 7.322
C 1.471 0.159 -2.210
C 0.630 6.075 -2.752
B 0.904 -1.148 -1.449
B -3.990 -4.371 1.293
H -0.792 3.337 -4.577
H -1.020 -1.699 7.840
H 2.800 4.557 -4.785
H 2.019 -2.572 -0.683
H -2.394 0.323 8.236
H 4.238 3.631 -4.950
H -3.028 -2.294 4.054
H -1.310 -3.010 5.764
H -0.816 -1.657 -2.984
H 0.727 3.931 -5.443
H 1.018 6.852 -1.989
H -0.419 -3.086 -1.730
H 5.990 -0.526 -3.183
H -1.323 -1.484 -1.172
H -4.066 1.047 6.526
```

Values from the calculation:
Kohn-Sham gap = 4.90 eV
Total charge = +3
E_LUMO = -11.89 eV

Entry from the OMol25 dataset: a cluster of 2 separate species, C4H8O2 in total (ωB97M-V with the def2-TZVPD basis set).

Geometry as XYZ:
```
14
C4H8O2, DFT ωB97M-V with the def2-TZVPD basis set
O -0.550 0.965 -2.425
O 1.866 -0.270 0.984
C -1.133 1.322 -1.432
C 0.943 0.763 0.682
C 0.484 -0.570 1.090
C -0.081 -1.589 0.134
H -1.158 -1.712 0.305
H -1.734 0.626 -0.812
H 0.153 -0.678 2.125
H -1.082 2.367 -1.063
H 0.393 -2.562 0.301
H 0.897 1.592 1.389
H 0.076 -1.303 -0.911
H 0.927 1.048 -0.367
```

Values from the calculation:
Kohn-Sham gap = 10.97 eV
Energy above the lowest of the compared OMol25 structures with the same formula, charge and spin = 67.1 kcal per mole
Total charge = 0
E_LUMO = 0.62 eV

Entry from the OMol25 dataset: an isolated molecule of C4H9NO3 (ωB97M-V with the def2-TZVPD basis set).

Geometry as XYZ:
```
17
C4H9NO3, DFT ωB97M-V with the def2-TZVPD basis set
O 0.170 -0.477 1.523
O -2.769 0.498 0.563
O -2.017 -1.359 -0.434
N -0.215 1.739 -0.030
C -1.859 -0.046 -0.004
C 0.484 -0.523 0.197
C -0.540 0.442 -0.410
C 1.872 -0.188 -0.340
H 2.609 -0.963 -0.059
H 2.014 -0.223 -1.357
H -0.110 1.981 1.006
H -1.210 -1.583 -1.028
H 0.630 -1.278 2.135
H 2.099 0.899 0.041
H 0.260 -1.534 -0.074
H -0.879 2.369 -0.240
H -0.540 0.246 -1.488
```

Values from the calculation:
Kohn-Sham gap = 10.02 eV
Energy above the lowest of the compared OMol25 structures with the same formula, charge and spin = 58.6 kcal per mole
Total charge = 0
E_LUMO = 0.36 eV

Entry from the OMol25 dataset: a cluster of 3 separate species, C6H9N3 in total (ωB97M-V with the def2-TZVPD basis set).

Geometry as XYZ:
```
18
C6H9N3, DFT ωB97M-V with the def2-TZVPD basis set
N -22.583 -18.984 5.251
N -14.189 -17.727 6.549
N -18.262 -17.866 4.885
C -21.780 -18.138 5.155
C -20.781 -17.106 5.058
C -13.585 -18.415 7.251
C -17.574 -18.176 5.774
C -16.682 -18.474 6.886
C -12.805 -19.336 7.982
H -13.376 -20.257 8.105
H -16.299 -19.492 6.814
H -20.239 -17.244 4.122
H -17.154 -18.260 7.845
H -11.899 -19.661 7.471
H -15.799 -17.836 6.906
H -12.655 -18.967 8.996
H -19.986 -17.306 5.776
H -21.220 -16.111 5.131
```

Values from the calculation:
Kohn-Sham gap = 10.95 eV
Energy above the lowest of the compared OMol25 structures with the same formula, charge and spin = 33.9 kcal per mole
Total charge = 0
E_LUMO = 0.23 eV

Entry from the OMol25 dataset: a structure of composition C22H47NO2P2Pd (ωB97M-V with the def2-TZVPD basis set).

Geometry as XYZ:
```
75
C22H47NO2P2Pd, DFT ωB97M-V with the def2-TZVPD basis set
Pd -0.009 -0.163 -0.474
P -0.035 -2.489 0.365
P 0.174 2.221 -1.163
O -3.005 0.262 -0.011
O 1.653 0.920 1.895
N -0.921 0.541 2.579
C 1.305 1.648 -3.573
C 0.109 -3.401 -1.219
C -1.129 3.746 0.798
C 1.854 4.409 -2.021
C 1.416 -3.110 1.369
C -2.808 -3.289 0.341
C -0.972 -2.869 -2.174
C -1.512 4.529 -1.573
C 1.559 -2.370 2.698
C -1.248 3.322 -0.666
C -1.878 0.085 -0.169
C 2.232 3.624 0.322
C -1.285 1.440 -3.420
C -1.713 -2.961 2.557
C 0.825 0.557 1.170
C 1.530 -3.271 -1.806
C -0.677 0.362 3.695
C -1.488 -3.381 1.108
C -0.417 0.164 5.096
C 1.776 3.204 -1.078
C -0.018 2.182 -3.006
C 1.390 -4.620 1.582
H 0.607 -2.341 3.252
H 1.896 -2.227 -1.805
H -0.091 -4.454 -0.973
H 0.919 -0.697 -2.879
H -2.103 2.634 -0.753
H 2.905 4.725 -2.078
H 1.127 1.193 -4.557
H 0.671 -4.922 2.351
H 1.535 4.217 -3.048
H -2.009 -3.128 -1.961
H -1.642 -1.873 2.669
H -0.871 2.907 1.464
H -0.140 3.222 -3.342
H 2.299 -2.892 3.324
H 2.275 -3.878 -1.262
H -2.190 1.925 -3.025
H -3.075 -2.241 0.134
H 2.536 2.755 0.915
H -2.108 4.133 1.119
H -0.721 5.286 -1.492
H -1.168 0.699 5.682
H -1.017 -3.446 3.251
H -0.391 -0.902 5.340
H 2.379 -4.923 1.943
H 1.760 0.871 -2.927
H -0.734 -3.192 -3.196
H 1.287 5.260 -1.623
H -2.453 4.994 -1.241
H 0.175 -0.777 -2.919
H 0.535 0.630 5.374
H -0.974 -1.760 -2.100
H 1.457 4.180 0.870
H 2.274 -2.850 0.734
H -0.408 4.565 0.931
H -1.348 1.435 -4.516
H -1.277 0.402 -3.073
H -2.722 -3.288 2.865
H 3.115 4.275 0.214
H 2.497 2.446 -1.419
H 2.034 2.463 -3.671
H -2.800 -3.857 -0.601
H -3.606 -3.711 0.971
H -1.145 -4.423 1.099
H 1.190 -5.194 0.672
H 1.554 -3.615 -2.853
H 1.897 -1.337 2.563
H -1.653 4.261 -2.628
```

Values from the calculation:
Kohn-Sham gap (alpha / beta) = 8.18 / 3.89 eV
Total charge = +4
E_LUMO (alpha / beta) = -13.00 / -18.26 eV
Multiplicity = 5

Entry from the OMol25 dataset: a structure of composition C8H18F2N2P2 (ωB97M-V with the def2-TZVPD basis set).

Geometry as XYZ:
```
32
C8H18F2N2P2, DFT ωB97M-V with the def2-TZVPD basis set
P -0.551 1.643 -0.342
P 0.173 -0.716 0.889
F -1.139 2.722 0.759
F -0.397 -0.177 2.440
N -1.130 0.207 0.259
N 1.255 0.523 0.822
C 2.519 0.465 0.109
C 3.354 1.777 0.377
C -2.355 -0.486 -0.126
C -2.286 -0.688 -1.671
C -2.533 -1.706 0.727
C 2.390 0.167 -1.416
C 3.241 -0.722 0.702
C -3.683 0.393 0.150
H 4.362 -0.723 0.468
H -3.604 -2.170 0.602
H 3.758 2.117 -0.613
H 1.825 0.940 -1.971
H 3.113 -0.671 1.734
H -1.770 -2.641 0.514
H -2.046 0.326 -2.145
H 3.393 -0.189 -1.830
H -3.184 -1.114 -2.108
H -1.437 -1.386 -2.004
H 2.586 2.629 0.709
H -3.566 0.802 1.250
H 2.902 -1.692 0.354
H 1.693 -0.724 -1.458
H 4.041 1.607 1.177
H -2.428 -1.469 1.855
H -4.534 -0.216 0.266
H -3.963 1.169 -0.478
```

Values from the calculation:
Kohn-Sham gap (alpha / beta) = 7.77 / 7.77 eV
Energy above the lowest of the compared OMol25 structures with the same formula, charge and spin = 8.6 kcal per mole
Total charge = 0
E_LUMO (alpha / beta) = -1.04 / -1.04 eV

Entry from the OMol25 dataset: a cluster of 2 separate species, C4H12 in total (ωB97M-V with the def2-TZVPD basis set).

Geometry as XYZ:
```
16
C4H12, DFT ωB97M-V with the def2-TZVPD basis set
C 0.063 1.928 1.369
C 1.326 1.245 0.775
C -0.023 -1.859 -1.362
C -1.374 -1.333 -0.828
H -1.645 -1.917 0.065
H 0.366 -1.517 -2.320
H -2.146 -1.410 -1.694
H 2.164 1.435 1.665
H 1.501 1.629 -0.255
H 1.190 0.085 0.639
H -0.055 2.918 0.984
H 0.644 -1.151 -0.636
H -1.258 -0.302 -0.649
H 0.081 1.811 2.472
H -0.909 1.462 1.289
H 0.110 -2.926 -1.286
```

Values from the calculation:
Kohn-Sham gap (alpha / beta) = 13.07 / 4.44 eV
Energy above the lowest of the compared OMol25 structures with the same formula, charge and spin = 25.4 kcal per mole
Total charge = +1
E_LUMO (alpha / beta) = -3.10 / -10.90 eV
Multiplicity = 2

Here are the calculated largest force on an atom numbers, same order: 3.64, 6.97, 0.64, 6.23, 3.26, 6.65, 4.91, 3.36 (eV Å⁻¹).